This record from the OMol25 dataset describes a molecular structure, C3H4AgLiO4. The level of theory is ωB97M-V/def2-TZVPD.

The geometry in XYZ format:
```
13
Properties=species:S:1:pos:R:3:mulliken_spin:R:1
Ag 2.325 -1.442 -1.084 0.047
O 0.504 -0.445 0.346 0.013
O -0.894 1.250 -0.429 -0.003
O 0.998 1.960 0.422 0.033
O 2.509 0.384 -0.890 0.937
C -1.633 0.027 -0.352 -0.003
C -0.821 -0.884 0.584 0.008
C 0.398 1.105 -0.196 -0.029
Li 2.856 0.842 0.920 -0.004
H -0.986 -1.930 0.301 0.001
H -2.611 0.260 0.079 0.000
H -0.966 -0.727 1.659 0.000
H -1.677 -0.401 -1.362 0.000
```

* charge: +1
* orbital gap (spin up / spin down): 9.23 / 7.96 eV
* 2S+1: 2
* highest occupied orbital energy (spin up / spin down): -0.5148 / -0.5006 hartree
* largest force on an atom: 6.81 eV/Å

---

This record from the OMol25 dataset describes a molecular structure, C3H4AgLiO4. The level of theory is ωB97M-V/def2-TZVPD.

The geometry in XYZ format:
```
13
Properties=species:S:1:pos:R:3:mulliken_spin:R:1
Ag -4.631 7.479 -4.715 0.757
O -2.884 4.164 -1.547 -0.033
O -1.598 4.222 0.328 -0.002
O -3.915 0.185 0.473 0.000
O -2.118 1.681 0.828 0.000
C -3.280 -0.310 1.662 0.000
C -3.267 1.104 1.320 0.000
C -2.148 3.891 -0.671 0.014
Li -3.648 5.565 -2.656 0.264
H -2.373 -0.893 1.486 0.000
H -3.933 1.821 1.807 0.000
H -3.959 -0.678 2.434 0.000
H -1.853 2.650 1.254 0.000
```

* charge: +1
* orbital gap (spin up / spin down): 7.18 / 6.66 eV
* 2S+1: 2
* highest occupied orbital energy (spin up / spin down): -0.4398 / -0.4666 hartree
* largest force on an atom: 5.30 eV/Å

---

This record from the OMol25 dataset describes a molecular structure, C3H4AgO4. The level of theory is ωB97M-V/def2-TZVPD.

The geometry in XYZ format:
```
12
Properties=species:S:1:pos:R:3:nbo_charge:R:1
Ag 0.613 2.096 -1.462 0.959
O -0.717 -2.173 -0.531 -0.564
O -0.138 -0.930 -2.332 -0.682
O 0.462 2.238 0.694 -0.627
O -0.018 -0.035 -0.395 -0.568
C -0.325 -1.169 -1.050 0.980
C -0.098 -0.030 1.020 -0.194
C 0.301 1.331 1.488 0.473
H 0.612 -0.751 1.468 0.249
H -0.097 -1.755 -2.834 0.532
H -1.113 -0.270 1.371 0.261
H 0.518 1.448 2.564 0.182
```

* charge: +1
* orbital gap: 9.92 eV
* 2S+1: 1
* highest occupied orbital energy: -0.5584 hartree
* largest force on an atom: 1.59 eV/Å

---

Calculated values (kJ/mol) of energy above the lowest of the compared OMol25 structures with the same formula, charge and spin for the records, taken in order: 264.31; 148.09; 37.82.
Calculated values (g/mol) of molecular weight for the records, taken in order: 218.87; 218.87; 211.93.